A:
76
Properties=species:S:1:pos:R:3 method="wB97M-V/def2-TZVPD" lumo_ev="0.19 / 0.19" s_squared=0.758 multiplicity=2
Ti -0.96602 0.38602 -0.47949
S 1.11264 4.73149 -1.78925
Sb -0.98276 4.54415 -0.89013
S -0.22087 2.15660 0.57668
S -2.50224 4.00983 -2.54511
C 2.37760 -2.93215 0.45055
N 2.89254 -1.61080 0.77772
C 4.09353 -1.63389 1.59301
P 1.85826 -0.32659 0.75013
O 1.09103 -0.39525 -0.53231
O 0.91747 -0.59435 2.04904
P -0.64867 -0.54452 2.51343
O -1.58863 -0.59179 1.35731
N -0.88568 0.68567 3.54420
C 0.16924 1.21285 4.39443
C -2.00518 1.61232 3.34895
N -0.76584 -1.93227 3.38563
C -0.54808 -2.01427 4.81713
C -0.58553 -3.18889 2.67236
N 2.78039 0.98566 1.00047
C 2.85616 1.68731 2.27172
C 3.09789 1.84229 -0.15455
H 3.08490 -3.45504 -0.19806
H 1.42588 -2.84812 -0.07199
H 2.23157 -3.53676 1.35170
H 4.85825 -2.22892 1.08931
H 3.90967 -2.08160 2.57748
H 4.47595 -0.62570 1.72543
H 0.97530 0.48969 4.50970
H -0.23834 1.42907 5.38483
H 0.57435 2.13435 3.97116
H -2.72112 1.19245 2.64820
H -1.64714 2.55538 2.93502
H -2.49201 1.77709 4.31284
H -0.86162 -1.09344 5.30115
H 0.50174 -2.21265 5.06596
H -1.14981 -2.83114 5.22008
H -1.30982 -3.92137 3.03467
H 0.42081 -3.59303 2.82399
H -0.75526 -3.04246 1.60585
H 2.71296 0.99768 3.10145
H 2.10547 2.48038 2.31543
H 3.84981 2.12984 2.36342
H 3.08464 1.25482 -1.07113
H 4.10449 2.23889 -0.01384
H 2.38595 2.66793 -0.24599
C 1.23238 -1.70740 -3.56820
N -0.01186 -2.43847 -3.29443
C -0.79996 -2.85481 -4.45379
C -0.62850 -2.17892 -2.16493
N -1.14616 -1.93496 -1.15550
H 1.92140 -2.37313 -4.08647
H 1.66725 -1.37468 -2.62901
H 1.02801 -0.83422 -4.19325
H -0.17340 -3.48514 -5.08300
H -1.13910 -1.99035 -5.02830
H -1.66366 -3.42602 -4.12358
N -4.76328 2.27355 -1.00100
C -4.10536 1.20837 -0.54571
N -4.79566 0.16550 -0.01012
O -2.86530 1.17932 -0.59449
H -5.76406 2.29561 -1.06844
H -4.17992 3.00501 -1.44948
H -5.78539 0.20199 0.14445
H -4.25088 -0.55980 0.42399
Br -3.10830 -0.23989 -3.47131
C -1.49730 0.73684 -3.71294
C -1.19396 1.14798 -4.99541
C -0.06866 1.93929 -5.17367
C 0.69518 2.27838 -4.07370
C 0.32500 1.78712 -2.83654
N -0.75822 1.01328 -2.64546
H -1.85108 0.89566 -5.81393
H 0.18210 2.30700 -6.15987
H 1.54249 2.94511 -4.13672
H 0.88235 2.05098 -1.94781



B:
76
Properties=species:S:1:pos:R:3 method="wB97M-V/def2-TZVPD" lumo_ev="0.17 / 0.17" s_squared=0.758 multiplicity=2
Ti -0.97175 0.39204 -0.48740
S 1.20363 4.85357 -1.59675
Sb -0.94319 4.43882 -0.92335
S -0.21870 2.14924 0.58066
S -2.36828 3.93284 -2.66207
C 2.37314 -2.92629 0.44833
N 2.88800 -1.60486 0.77339
C 4.08974 -1.62618 1.58723
P 1.85181 -0.32273 0.74244
O 1.09355 -0.38662 -0.54514
O 0.90969 -0.60122 2.03769
P -0.65591 -0.54780 2.50725
O -1.60105 -0.59100 1.35681
N -0.89204 0.67655 3.54642
C 0.16478 1.20144 4.39578
C -2.00791 1.60665 3.35163
N -0.76757 -1.93747 3.37698
C -0.54635 -2.02374 4.80743
C -0.58822 -3.19147 2.65953
N 2.77686 0.98822 0.99569
C 2.85305 1.68644 2.26925
C 3.08264 1.85076 -0.15678
H 3.07926 -3.44972 -0.20121
H 1.42021 -2.84305 -0.07239
H 2.22877 -3.53047 1.35020
H 4.85467 -2.22085 1.08322
H 3.90800 -2.07350 2.57244
H 4.47137 -0.61742 1.71867
H 0.97017 0.47708 4.50864
H -0.24062 1.41626 5.38750
H 0.57049 2.12337 3.97418
H -2.72458 1.18964 2.65011
H -1.64672 2.54869 2.93824
H -2.49481 1.77233 4.31571
H -0.85984 -1.10474 5.29516
H 0.50429 -2.22197 5.05371
H -1.14622 -2.84263 5.20928
H -1.31174 -3.92542 3.02060
H 0.41851 -3.59626 2.80788
H -0.76001 -3.04147 1.59376
H 2.71536 0.99302 3.09679
H 2.09858 2.47535 2.31838
H 3.84516 2.13285 2.36033
H 3.06842 1.26655 -1.07526
H 4.08735 2.25397 -0.01931
H 2.36236 2.66907 -0.24107
C 1.24475 -1.70860 -3.54250
N 0.00164 -2.44568 -3.28346
C -0.77457 -2.85798 -4.45161
C -0.62920 -2.18412 -2.15862
N -1.14814 -1.93334 -1.15104
H 1.94409 -2.36919 -4.05397
H 1.66647 -1.37468 -2.59769
H 1.04343 -0.83474 -4.16803
H -0.14172 -3.48415 -5.07926
H -1.11107 -1.99175 -5.02494
H -1.63973 -3.43255 -4.13144
N -4.78249 2.28661 -0.99213
C -4.10597 1.23252 -0.52563
N -4.78314 0.19671 0.04221
O -2.87122 1.20568 -0.58813
H -5.78404 2.29587 -1.04642
H -4.22352 3.00845 -1.46733
H -5.77177 0.22740 0.20566
H -4.22760 -0.51899 0.47986
Br -3.13629 -0.22121 -3.46535
C -1.52045 0.74461 -3.72089
C -1.21110 1.13084 -5.00964
C -0.08227 1.91669 -5.19805
C 0.67969 2.27191 -4.10243
C 0.30456 1.80051 -2.85749
N -0.77785 1.02972 -2.65945
H -1.86677 0.86754 -5.82613
H 0.17347 2.26622 -6.18975
H 1.53036 2.93316 -4.17906
H 0.85601 2.07471 -1.96787



Short version: A, B, most stable first.



A:
14
Properties=species:S:1:pos:R:3 method="wB97M-V/def2-TZVPD" smiles="O[C@H]1[C@@H](S)[C@@]1(S)C=S" lumo_ev=-0.45
C 0.56841 0.37295 -0.72160
C 0.51511 0.83707 0.71530
C -0.74233 0.23618 0.06166
C -1.09666 -1.08069 0.49745
H 2.66443 -0.46818 -1.27625
H 0.51698 1.10948 -1.52214
H 0.55632 1.89818 0.90492
H 1.60716 -0.58879 1.40951
H -2.42250 0.63011 -1.51461
H -0.37920 -1.50971 1.18253
O 1.06061 0.09949 1.77852
S 1.55180 -1.09320 -1.01685
S -1.98166 1.44277 -0.53222
S -2.41849 -1.88566 0.03378



B:
14
Properties=species:S:1:pos:R:3 method="wB97M-V/def2-TZVPD" smiles="CCOC(=S)C(=S)S" lumo_ev=-1.55
C 2.27379 0.82967 0.21756
C 1.22504 -0.20469 -0.10286
C -1.08115 -0.48299 -0.13725
C -2.35824 0.32858 -0.07061
H 3.29941 0.48011 -0.15610
H 2.08079 1.79445 -0.33070
H 2.30392 1.05866 1.28276
H 1.26631 -0.56426 -1.17570
H 1.36991 -1.14519 0.45197
H -3.18432 -1.76364 0.44859
O -0.07718 0.31511 0.19720
S -0.89277 -2.08159 -0.44734
S -3.82888 -0.54593 0.26643
S -2.39661 1.98171 -0.44395



Short version: B, A, most stable first.



A:
16
Properties=species:S:1:pos:R:3 method="wB97M-V/def2-TZVPD" lumo_ev=-3.46 charge=+1
N 0.40641 0.46751 0.60999
C 1.44991 1.14282 0.05432
N 2.69199 0.54149 0.13604
N 1.31017 2.32420 -0.61995
H -0.51383 0.77621 0.41088
H 0.48720 -0.53306 0.74585
H 3.43038 0.83953 -0.51307
H 2.84206 -0.39513 0.54357
H 2.20398 2.74921 -0.86091
H 0.37256 2.59067 -0.92098
C -1.76357 -1.61494 0.21889
C -3.11183 -1.94256 -0.04453
H -1.45274 -1.15623 1.16502
H -0.99178 -1.68654 -0.53424
H -3.91151 -2.00654 0.67873
H -3.44940 -2.09663 -1.06961



B:
16
Properties=species:S:1:pos:R:3 method="wB97M-V/def2-TZVPD" lumo_ev=-3.77 charge=+1
C 1.95744 0.01546 -0.12081
C -1.10040 -1.41212 -0.01534
C -0.50836 1.94027 0.13480
N 0.98784 0.29764 0.44746
N 2.83427 -0.54497 -0.80953
N 0.07770 1.00389 1.04681
H -0.91120 -0.77666 -0.90864
H -0.05786 -1.79289 0.34294
H -1.60239 -0.98321 0.77199
H -1.62737 -2.30373 -0.47147
H -0.69687 1.52983 -0.84087
H -1.40722 2.43120 0.61106
H 0.31464 2.75905 0.05161
H 3.78327 -0.04699 -0.61902
H 2.77391 -1.45504 -1.29878
H -0.57814 0.42891 1.76293



C:
16
Properties=species:S:1:pos:R:3 method="wB97M-V/def2-TZVPD" lumo_ev=-3.42 charge=+1
C -0.14039 -0.49960 0.88864
C -1.31429 -1.00846 -0.07520
C 1.14624 -0.03276 0.24558
N -2.11251 0.27514 -0.35997
N 1.84527 -0.73596 -0.58596
N 1.52006 1.29791 0.35754
H -0.52412 0.34204 1.44150
H -0.10660 -1.41109 1.46646
H -1.06098 -1.27713 -1.16556
H -2.34399 0.62377 0.61132
H -2.89545 -0.08814 -0.81801
H 2.84031 -0.60315 -0.88548
H 1.50881 -1.71751 -0.78397
H 2.18999 1.75984 -0.24987
H 0.98716 2.01645 0.81518
H -1.53950 1.05864 -0.90219



D:
16
Properties=species:S:1:pos:R:3 method="wB97M-V/def2-TZVPD" lumo_ev=-3.91 charge=+1
C -0.45398 -1.42756 1.50680
C 0.90467 -0.93472 1.06895
C -0.53688 0.72461 -1.99934
N 0.21270 -0.21501 1.87412
N 0.05193 0.98138 2.26576
N 0.54509 0.31411 -1.02857
H -1.32003 -1.48016 0.79135
H -0.63146 -2.16500 2.20285
H 1.83408 -1.09450 0.61134
H -0.28717 0.53182 -3.05724
H -1.52267 0.17588 -1.79338
H -0.62999 1.78741 -1.77317
H 0.68275 1.68448 1.87682
H -0.82917 1.34030 2.55457
H 1.19153 1.13928 -0.98716
H 0.87943 -0.53457 -1.35177



Short version: A, C, B, D, most stable first.



A:
16
Properties=species:S:1:pos:R:3 method="wB97M-V/def2-TZVPD" smiles="CCNC(N)=[NH2+]" lumo_ev=-3.05 charge=+1
C 0.03847 -1.40288 1.69011
C -0.93878 -0.52979 0.85700
N -0.47699 -0.37118 -0.55364
C 0.21547 0.69886 -0.96713
N 0.99735 0.60076 -2.03508
N 0.14298 1.89138 -0.35707
H -0.56405 -2.26497 2.02968
H 0.45131 -0.93170 2.57603
H 0.81200 -1.69832 0.99195
H -1.89341 -1.02839 0.72176
H -1.08387 0.46981 1.26264
H -0.22320 -1.27048 -0.94013
H 1.07731 -0.26708 -2.53906
H 1.47435 1.38053 -2.45626
H 0.22888 2.76850 -0.84216
H -0.25782 1.95495 0.56135



B:
16
Properties=species:S:1:pos:R:3 method="wB97M-V/def2-TZVPD" lumo_ev=-8.38 charge=+1
N -1.83615 -0.37929 -0.96096
C -0.27530 0.52048 -1.03054
N -0.38109 1.32483 -2.17822
N 0.83919 -0.35965 -1.26437
H -1.27403 -1.02111 -0.42820
H -2.27451 0.23649 -0.32058
H -0.46117 0.52464 -2.75521
H -1.30398 1.74551 -2.20641
H 0.89665 -0.29927 -2.28516
H 1.57811 0.17292 -0.88322
C 1.19990 -0.20588 2.86548
C 0.31807 -0.68312 1.94066
H 1.86329 0.64360 2.59375
H 1.23419 -0.61834 3.85573
H 0.30464 -0.13695 0.95565
H -0.42780 -1.46489 2.10160



Short version: A, B, most stable first.



A:
16
Properties=species:S:1:pos:R:3 method="wB97M-V/def2-TZVPD" lumo_ev="-5.82 / -5.82" charge=+1
C 1.44042 0.16020 -0.27985
C -0.29620 -1.20794 0.74822
C -1.41779 0.59255 -0.47914
N 0.82983 -1.08866 -0.22406
N 1.37357 0.85169 0.78044
N -1.13261 -0.09977 0.67701
H 2.26328 0.26781 -1.01387
H 0.42504 0.94170 -1.09509
H -0.81296 -2.18806 0.42841
H 0.10849 -1.26492 1.73859
H -2.08452 1.47324 -0.25506
H -0.56876 1.30730 -1.06597
H -1.69909 -0.11876 -1.25827
H 1.17386 -1.76480 -0.89430
H 1.77245 1.73971 0.71244
H -1.37501 0.39871 1.48049



B:
16
Properties=species:S:1:pos:R:3 method="wB97M-V/def2-TZVPD" smiles=C[NH2+][C@@H]1N[C@H]1N lumo_ev=-3.42 charge=+1
C 1.32264 0.00528 0.44242
C 0.29931 -0.57052 -0.47060
C -2.01143 0.45440 0.06430
N 1.23718 -1.47160 0.15112
N 2.49111 0.68241 -0.14071
N -1.04845 -0.73727 0.05185
H 0.90861 0.35014 1.35675
H 0.45805 -0.43723 -1.45685
H -1.71163 1.17855 0.86171
H -1.76618 1.08872 -0.69778
H -2.99412 0.17293 0.22535
H 1.82444 -1.96148 -0.48849
H 3.27174 0.90827 0.45697
H 2.18759 1.35049 -0.80372
H -1.60212 -1.48029 -0.41306
H -1.15626 -1.25269 0.99526



Short version: B, A, most stable first.



A:
57
Properties=species:S:1:pos:R:3 method="wB97M-V/def2-TZVPD" smiles="CCOc1ccc(NC(=O)COc2cccc3c2CCN(Cc2cccnc2)C3=O)cc1" lumo_ev=0.58
C -1.70401 -4.91086 -4.44186
C -2.30059 -4.65415 -3.06044
O -1.37913 -4.05855 -2.17079
C -1.09024 -2.73269 -2.27764
C -1.69589 -1.83427 -3.15032
C -1.33180 -0.49854 -3.15323
C -0.35333 -0.03763 -2.28494
C 0.25710 -0.93564 -1.41099
C -0.10546 -2.26237 -1.40490
H 0.36178 -2.95100 -0.71991
H 1.02322 -0.59766 -0.72808
N 0.04941 1.30440 -2.23147
C -0.45586 2.38604 -2.86399
O -1.30053 2.39123 -3.73142
C 0.19383 3.68583 -2.35267
O 0.54496 3.59983 -0.98802
C -0.46454 3.31149 -0.09391
C -1.79988 3.63679 -0.29556
C -2.74719 3.30291 0.65863
C -2.38065 2.61755 1.79876
C -1.04600 2.28494 2.00428
C -0.07818 2.64332 1.07055
C 1.35480 2.26917 1.32081
C 1.58505 2.21827 2.82601
N 0.62513 1.33662 3.45479
C -0.69401 1.39254 3.14165
O -1.52797 0.71255 3.71425
C 1.11165 0.28967 4.32654
C 1.89254 -0.72745 3.53728
C 1.37634 -1.24061 2.34817
N 2.02477 -2.08929 1.57367
C 3.22496 -2.49475 1.95471
C 3.83063 -2.06957 3.12670
C 3.15275 -1.16222 3.92569
H 3.59639 -0.79682 4.84208
H 4.80916 -2.42992 3.40395
H 3.71718 -3.18919 1.28695
H 0.39054 -0.95084 2.00554
H 0.22604 -0.17542 4.77266
H 1.72906 0.71808 5.12327
H 1.48154 3.22879 3.24441
H 2.58936 1.85314 3.04967
H 1.56442 1.28489 0.88679
H 2.02149 2.99645 0.85722
H -3.10838 2.31165 2.53373
H -3.78038 3.56511 0.49088
H -2.11302 4.14000 -1.19611
H -0.47047 4.52908 -2.56739
H 1.13637 3.84907 -2.88446
H 0.77031 1.49362 -1.54537
H -1.81069 0.18926 -3.83003
H -2.46380 -2.15227 -3.83735
H -3.21412 -4.05139 -3.13514
H -2.55663 -5.60606 -2.58621
H -0.82030 -5.53721 -4.34966
H -2.43318 -5.41772 -5.06804
H -1.41452 -3.97820 -4.91970



B:
57
Properties=species:S:1:pos:R:3 method="wB97M-V/def2-TZVPD" smiles="O=C(C(=O)N1CCCc2ccccc21)c1cn(CC(=O)N2CCOCC2)c2ccccc12" lumo_ev=0.26
O -0.45450 -2.85755 -0.90202
C -0.22214 -1.81138 -0.32065
C 1.06152 -1.43429 0.21865
C 1.34859 -0.27883 0.91936
N 2.66936 -0.19607 1.17845
C 3.29677 -1.31161 0.66759
C 4.63518 -1.68016 0.68254
C 4.97321 -2.87235 0.07512
C 4.00954 -3.67859 -0.53313
C 2.67894 -3.31871 -0.55117
C 2.31389 -2.12230 0.05698
H 1.92898 -3.93575 -1.01899
H 4.31947 -4.60340 -0.99594
H 6.00532 -3.18925 0.07108
H 5.38807 -1.06672 1.15534
C 3.29340 0.93489 1.81369
H 3.23182 0.84794 2.90520
H 4.34711 0.98512 1.52870
C 2.56589 2.23670 1.43632
O 2.01501 2.89878 2.29470
N 2.56017 2.57698 0.13545
C 3.21510 1.90983 -0.96950
H 3.73828 1.01065 -0.65503
H 3.94041 2.60849 -1.40715
C 2.17022 1.55789 -2.04120
O 1.49875 2.71469 -2.47267
C 0.80699 3.30356 -1.39201
H 0.28566 4.17250 -1.79514
C 1.79065 3.73161 -0.29789
H 1.26659 4.13634 0.56793
H 2.47772 4.48599 -0.69776
H 0.07722 2.58885 -0.98877
H 2.65919 1.13188 -2.91872
H 1.44788 0.83565 -1.63489
H 0.68015 0.49309 1.24938
C -1.25431 -0.68022 -0.23185
O -0.93125 0.41234 -0.67679
N -2.45523 -0.95395 0.31959
C -3.50688 -0.00407 0.32614
C -3.24773 1.34155 0.56767
C -4.27664 2.26317 0.57183
C -5.57830 1.84916 0.34735
C -5.83878 0.50994 0.12954
C -4.81938 -0.43381 0.11528
C -5.17189 -1.88322 -0.09377
C -3.93947 -2.76838 -0.24691
C -2.86813 -2.28411 0.72467
H -3.27936 -2.22111 1.73878
H -2.01555 -2.95879 0.73213
H -4.18805 -3.81101 -0.04853
H -3.53897 -2.70135 -1.25975
H -5.81854 -1.97661 -0.96898
H -5.75420 -2.21658 0.77217
H -6.85399 0.17830 -0.03710
H -6.38678 2.56455 0.34745
H -4.05978 3.30412 0.75725
H -2.23720 1.66559 0.74996



Short version: B, A, most stable first.



A:
22
Properties=species:S:1:pos:R:3 method="wB97M-V/def2-TZVPD" lumo_ev="0.62 / 0.62"
C 1.61790 1.31969 -0.77308
C 1.87937 -0.18599 -0.85271
C 1.44263 1.79980 0.66832
H 2.43966 1.86172 -1.25169
H 0.71805 1.56686 -1.34634
H 1.98998 -0.52676 -1.88752
H 2.80142 -0.45259 -0.32952
H 0.61230 1.27660 1.14712
H 2.34351 1.60261 1.25641
H 1.24651 2.87382 0.71078
H 1.06836 -0.73575 -0.36499
C -3.03342 -0.26395 -0.02297
C -1.98645 -0.42375 -0.93068
C -0.46331 -1.96389 1.75302
N -0.96200 -0.95276 1.20645
N -1.33677 -0.46786 -1.93547
H -0.34421 -0.68520 -1.96014
H -2.36847 -0.50490 1.00620
H -3.82226 -1.00504 -0.14317
H -3.40495 0.75932 0.02032
H 0.38863 -2.51737 1.31899
H -0.82648 -2.37461 2.71067



B:
22
Properties=species:S:1:pos:R:3 method="wB97M-V/def2-TZVPD" lumo_ev=0.66
C 0.33737 0.52297 -1.43122
C -1.42125 -0.09688 0.13413
N -0.00905 -0.36335 -0.25091
C 0.27186 -1.75917 -0.58158
C -0.58334 -2.77023 -0.51330
H 1.30288 -1.89114 -0.87943
H 1.30284 0.20217 -1.82272
H -0.43569 0.38871 -2.18634
H 0.43779 1.62450 -0.64996
H -2.06252 -0.35123 -0.70572
H -1.48933 0.96181 0.36392
H -1.69925 -0.69435 0.99896
H -0.24607 -3.75902 -0.79016
H -1.61623 -2.66937 -0.21466
C 0.57568 2.57701 0.47861
C 0.95677 -0.00956 0.93234
N 0.77702 -0.29228 2.14022
H -0.17460 -0.54606 2.39385
H 1.93092 0.23480 0.52857
H 0.00508 2.50169 1.40839
H 0.21356 3.44388 -0.08727
H 1.62556 2.74511 0.73429



Short version: A, B, most stable first.